Record 1
17
Properties=species:S:1:pos:R:3:forces:R:3:mulliken_charge:R:1 method="wB97M-V/def2-TZVPD" charge=0 smiles="CC/C=C/N.O" lumo_energy_ev=1.0 homo_ev=-8.1
H 1.52824 2.43492 -1.06589 0.0 1.1 -0.4 0.333
C 0.35736 0.36024 0.60594 0.1 0.1 0.4 -0.452
H 0.37678 -1.04492 2.78165 0.2 0.0 0.0 0.211
N 0.55247 -1.62764 1.97704 0.1 0.2 0.4 -0.510
H 2.02179 0.86866 -1.22922 -0.2 -0.4 -0.1 0.321
H -0.63226 0.36054 -1.26777 -0.3 0.1 0.1 0.117
H 0.52722 -1.65318 -0.07113 -0.4 0.1 -0.4 0.384
H 1.09204 1.45230 -2.55485 -0.4 0.6 0.0 0.334
C -0.07340 1.05512 -0.64089 1.7 -0.6 -1.4 -0.414
H -0.62393 1.95603 -0.47730 -0.9 0.2 0.4 0.369
H 0.71451 0.97649 1.42686 -0.6 0.1 0.3 0.268
H -2.95727 -1.87408 0.01340 0.3 -0.2 -0.1 0.316
C 1.16826 1.51295 -1.47341 0.7 -1.3 0.9 -1.171
O -3.23175 -0.97377 -0.14243 -0.6 0.4 0.2 -0.644
H -2.62561 -0.57481 -0.76533 0.3 -0.1 -0.1 0.310
H 1.31336 -2.27258 2.12618 0.0 0.0 -0.1 0.213
C 0.49218 -0.95627 0.75716 0.0 -0.2 -0.1 0.013

Record 2
17
Properties=species:S:1:pos:R:3:forces:R:3:mulliken_charge:R:1 method="wB97M-V/def2-TZVPD" charge=0 smiles=C1CCNC1.O lumo_energy_ev=0.8 homo_ev=-8.7
C -1.20625 1.69731 -0.03676 -0.8 -1.9 -1.9 -0.654
H 0.51645 -0.38658 0.81682 -0.7 0.5 -0.8 0.186
H 0.48832 2.57561 -0.56146 1.2 0.8 0.2 0.265
H -0.09597 -1.45808 -0.43586 0.3 1.3 -0.1 0.337
H -2.06167 -0.00499 0.99801 1.0 -0.5 -1.0 0.292
H 2.95237 -3.49770 1.60265 -1.0 0.3 0.2 0.323
H -2.22731 -0.20844 -0.84863 1.7 0.8 1.8 0.230
H -0.98671 2.07649 0.91316 0.1 0.6 1.6 0.339
H 1.72343 0.72928 -1.03087 -1.6 -0.4 -0.4 0.248
C -0.07059 -0.35558 -0.14643 0.8 -2.4 0.4 -0.391
H -2.01081 2.19131 -0.51445 -1.3 0.7 0.2 0.334
C 0.59097 0.61727 -1.19096 0.5 -1.1 0.1 -0.467
H 1.46298 -2.91730 1.48498 1.1 -0.5 0.5 0.346
C -1.49639 0.14082 0.02949 -1.4 1.5 -0.6 -0.534
H 0.37246 0.20685 -2.24101 0.5 0.7 1.3 0.215
O 2.13727 -3.28820 2.10376 -0.2 0.2 -0.7 -0.662
N -0.08855 1.88191 -0.94244 -0.2 -0.8 -0.8 -0.408

Record 3
17
Properties=species:S:1:pos:R:3:forces:R:3:mulliken_charge:R:1 method="wB97M-V/def2-TZVPD" charge=0 smiles="CC(C)=CN.O" lumo_energy_ev=0.7 homo_ev=-7.5
H 0.60832 -2.20427 -0.99597 0.2 0.1 -0.3 0.343
H -0.10305 2.21003 -0.26721 0.0 -0.4 -0.1 0.256
H -0.68933 0.44060 1.68028 -0.5 -0.3 0.4 0.295
H -3.10214 0.47957 -0.78846 -0.2 0.8 0.1 0.296
C 0.66372 -0.34100 0.26378 1.2 -0.4 -1.4 0.616
C 0.92516 0.48787 -0.76848 -1.1 -2.3 0.9 -0.276
H -1.82739 -0.15685 -0.94116 0.7 0.8 0.1 0.310
H -0.41174 -2.08629 0.43764 -0.4 -0.6 -0.1 0.314
N 0.65667 1.83825 -0.82159 0.9 0.6 -1.1 -0.557
H 0.67453 -0.49255 2.40438 -0.2 0.3 -0.1 0.350
H 0.83742 1.20330 1.79721 0.1 -0.7 -0.2 0.375
C 0.36967 0.21214 1.61495 0.0 0.4 0.3 -1.400
O -2.17215 0.74988 -0.80194 -0.6 -1.6 -0.2 -0.593
C 0.57434 -1.87655 0.03235 0.0 1.5 1.6 -1.245
H 1.25641 -2.44954 0.67677 0.1 0.1 -0.3 0.350
H 0.53439 1.98785 -1.81625 -0.3 1.0 0.4 0.281
H 1.20519 -0.00244 -1.70632 0.0 0.5 0.1 0.285

Record 4
17
Properties=species:S:1:pos:R:3:forces:R:3:mulliken_charge:R:1 method="wB97M-V/def2-TZVPD" charge=0 smiles="C=CN.CCO" lumo_energy_ev=1.0 homo_ev=-7.7
H 2.14378 -0.47444 1.37817 0.0 -0.1 0.2 0.308
H -1.54426 1.99212 1.68342 -0.1 0.1 -0.1 0.341
C -0.79809 1.73479 0.92629 0.2 -0.3 0.1 -1.004
H -2.29792 0.82738 -0.35056 -0.1 0.1 0.4 0.332
H 1.79046 0.25908 -0.24895 -0.3 0.2 -0.1 0.263
H -0.04731 1.35951 -1.54566 -0.1 0.0 0.5 0.255
C -1.32465 0.60569 0.08719 0.0 1.3 -3.4 -0.142
H 0.10345 1.44449 1.46386 0.1 0.0 -0.1 0.247
C 1.16417 -1.74674 0.00925 -0.5 1.0 1.0 -0.056
H -0.59214 2.60987 0.31307 -0.1 0.1 0.1 0.324
H -1.43072 -0.33204 0.61961 1.0 -0.5 -0.6 0.254
H 0.22683 -1.05134 -1.63877 0.2 -1.2 0.6 0.322
O -0.57046 0.55635 -1.43507 -1.3 -0.4 2.9 -0.626
N 0.53543 -1.94125 -1.18105 -0.2 0.4 -1.1 -0.487
C 1.61637 -0.54992 0.44074 1.0 -0.9 -0.2 -0.879
H 1.14571 -2.58699 0.69747 0.1 -0.1 -0.1 0.305
H -0.12065 -2.70655 -1.21900 0.1 0.1 -0.1 0.243

Record 5
17
Properties=species:S:1:pos:R:3:forces:R:3:mulliken_charge:R:1 method="wB97M-V/def2-TZVPD" charge=0 smiles="CC(N)=O.CC" lumo_energy_ev=0.8 homo_ev=-9.9
H 1.93471 -0.83949 -3.07750 0.1 0.0 -0.2 0.274
C 0.10119 0.37579 2.09201 -0.1 -0.1 -0.3 0.688
H 0.46315 1.08243 -3.00983 0.0 0.0 -0.2 0.282
H -1.30858 -1.14799 1.78517 0.1 0.1 0.2 0.181
H 0.39681 -1.54868 -3.61545 0.1 -0.1 -0.3 0.270
C -0.85542 1.22149 2.88716 -0.5 0.5 -0.6 -0.941
H -1.76605 0.70927 3.17984 0.1 -0.2 0.3 0.340
H 0.25659 0.53740 -1.36120 0.3 -0.3 -0.1 0.113
H 0.96622 -1.75290 -1.96586 -0.2 0.1 -0.1 0.218
H -0.32246 1.65542 3.72231 0.0 -0.1 0.3 0.268
N -0.35739 -0.84225 1.67460 -0.1 -0.2 0.1 -0.393
H -0.91106 0.06664 -2.57433 -0.1 0.2 0.0 0.254
C 0.15401 0.23212 -2.40830 -0.3 -0.2 0.1 -0.639
O 1.21714 0.75464 1.81059 0.2 0.0 0.2 -0.606
H -1.19454 2.06957 2.27921 0.3 -0.1 -0.1 0.247
C 0.90655 -1.04727 -2.80279 0.1 0.2 0.8 -0.781
H 0.31914 -1.52620 1.38436 0.0 0.1 -0.3 0.225

Record 6
17
Properties=species:S:1:pos:R:3:forces:R:3:mulliken_charge:R:1 method="wB97M-V/def2-TZVPD" charge=0 smiles=C[C@H](N)CCO lumo_energy_ev=1.0 homo_ev=-9.6
C -0.39608 -0.57259 -0.36748 -0.2 0.1 0.1 -1.054
H 0.01582 -0.05934 2.86269 0.5 0.2 0.0 0.304
H -1.29236 0.03890 -0.55011 0.1 0.0 0.0 0.480
C -0.35589 0.42126 1.95969 -1.3 -0.6 0.1 -1.338
H -0.56027 1.47410 2.14370 0.4 0.1 0.0 0.349
N 0.95593 1.39471 0.05066 0.2 0.6 0.6 -0.696
H -0.74017 -1.51590 0.06758 -0.1 0.0 -0.1 0.387
H -1.44019 -1.28017 -2.37335 0.0 -0.1 -0.3 0.310
C 0.30406 -0.82342 -1.69249 0.1 -0.7 0.0 -0.418
O -0.60195 -1.03750 -2.78328 -0.2 0.1 0.6 -0.520
H 1.32525 -0.42495 0.93623 0.2 -0.3 -0.1 0.420
H -1.36515 -0.00640 1.87304 0.1 0.0 -0.2 0.343
C 0.44628 0.15455 0.68154 0.1 0.9 -0.3 0.352
H 0.94829 0.00370 -1.94347 0.1 0.3 -0.1 0.377
H 0.21565 2.09316 0.04675 -0.3 -0.2 -0.4 0.226
H 0.91958 -1.72392 -1.57977 0.1 0.1 -0.1 0.218
H 1.62122 1.86382 0.66807 0.2 -0.5 -0.1 0.260

Record 7
17
Properties=species:S:1:pos:R:3:forces:R:3:mulliken_charge:R:1 method="wB97M-V/def2-TZVPD" charge=0 smiles=CN[C@@H](C)CO lumo_energy_ev=1.0 homo_ev=-8.8
H 0.46620 0.75673 1.32976 1.4 -3.8 -3.0 0.323
H -2.15918 -0.41136 0.35373 -0.4 0.9 1.0 0.315
N 0.82908 -0.05130 0.43006 -0.5 2.2 4.5 -0.408
H 2.09214 -1.74712 0.19782 0.5 0.9 0.3 0.279
C -1.45868 -0.75290 -0.35928 0.1 0.4 -3.2 -1.257
H -1.08180 1.64544 0.44364 1.0 0.5 -1.3 0.322
C -0.18772 0.08044 -0.60640 0.0 -0.1 1.9 0.292
H 1.91205 -1.11120 1.90271 -0.6 -0.7 -0.8 0.293
H 0.34535 -0.24703 -1.47225 -0.1 -0.1 -1.2 0.371
C 1.37837 -1.36759 0.95823 1.1 1.8 -1.5 -0.946
H 0.82342 -2.28249 0.92653 -1.7 -0.1 1.1 0.322
H -1.25240 1.93652 -1.37438 1.6 -0.7 1.3 0.289
O 0.65299 2.43660 -0.64079 0.4 -1.2 1.1 -0.541
H -1.99734 -0.72595 -1.36088 0.3 -0.4 1.1 0.332
H 1.36255 2.02808 -0.04748 -1.4 0.5 -1.2 0.402
H -1.23746 -1.77187 -0.11894 0.3 -0.7 0.0 0.367
C -0.48757 1.58499 -0.56206 -2.1 0.6 -0.4 -0.757

Record 8
18
Properties=species:S:1:pos:R:3:forces:R:3:mulliken_spin:R:1 method="wB97M-V/def2-TZVPD" charge=-1 multiplicity=2 lumo_energy_ev="3.6 / 3.5" s2=0.75 homo_ev="0.7 / -6.5"
H 2.07111 3.43642 1.75404 1.1 0.8 0.4 -0.496
O 1.33412 2.99763 1.34956 -1.4 -0.7 -1.5 1.391
H 1.24697 3.39167 0.42395 0.3 -0.3 1.1 -0.324
H -0.14820 -1.76991 -1.15517 -0.8 -1.4 -1.9 0.021
H -1.80670 -0.49747 -2.29618 0.6 0.5 0.5 -0.009
H 1.12239 -0.46239 -1.48951 -1.3 -0.2 0.3 -0.104
C 0.31093 -0.89668 -0.84125 1.2 1.9 2.9 0.204
C -0.88252 0.00251 -0.24198 -0.9 -0.5 -3.3 0.581
H 1.22593 0.36627 1.27362 -0.2 -1.8 0.2 -0.313
O 1.40667 -2.77737 0.28343 -1.2 3.8 0.8 -0.145
H -2.60146 -1.25453 -1.05758 0.0 -1.2 0.8 -0.038
C 1.04039 -1.54674 0.34508 1.3 -1.9 0.0 0.213
N 1.18796 -0.69417 1.40774 0.5 0.3 0.1 0.392
H -0.88440 1.10717 -0.30859 1.1 -0.6 0.4 -0.342
H -1.03420 -0.33897 0.77497 -0.4 0.2 -0.1 0.161
C -2.07788 -0.34116 -1.23246 -1.3 0.7 -0.5 -0.087
H 1.46451 -1.06939 2.31871 0.2 0.3 -0.8 -0.068
H -2.97562 0.34711 -1.30838 1.3 0.0 0.5 -0.037

Record 9
18
Properties=species:S:1:pos:R:3:forces:R:3:mulliken_charge:R:1 method="wB97M-V/def2-TZVPD" charge=0 smiles="CCC(=O)NC.O" lumo_energy_ev=0.3 homo_ev=-9.4
H -1.83872 -1.27094 -1.57550 1.0 -0.6 0.3 0.269
H 0.09230 3.29338 0.43834 -0.7 -2.7 -0.7 0.277
C 0.13927 2.12106 0.23061 0.9 -0.8 1.9 -0.697
H -0.12992 -1.93337 -1.72615 0.3 -0.7 -0.9 0.310
H 0.06849 0.74023 2.02956 -0.4 0.2 -0.5 0.335
H 3.01550 -0.17195 -0.52257 0.2 2.8 0.6 0.270
C -0.98536 -1.83308 -1.10312 -0.4 2.1 2.1 -0.851
H -0.13754 1.67025 -0.73146 0.2 1.2 -0.2 0.281
O 2.61665 -1.00564 -0.51251 0.9 -2.2 -1.2 -0.583
H 3.33501 -1.39529 -1.07127 -1.2 -0.6 0.6 0.310
H 0.50200 -1.09765 0.38342 -1.0 0.5 -0.5 0.266
H 1.24682 1.90333 0.39407 -1.3 0.2 -0.4 0.112
O -2.66978 -0.12641 0.60508 4.7 -0.7 -0.4 -0.617
H -1.38231 1.73196 1.85568 0.2 -0.6 -0.4 0.317
C -1.39250 -0.09785 0.64765 -0.9 1.1 -0.6 0.407
H -1.37774 -2.71164 -0.61650 0.0 -0.7 -0.5 0.290
C -0.65769 1.12354 1.27467 0.2 1.2 0.8 -0.589
N -0.44447 -0.93993 -0.00001 -2.9 0.4 0.1 -0.109

Record 10
18
Properties=species:S:1:pos:R:3:forces:R:3:mulliken_charge:R:1 method="wB97M-V/def2-TZVPD" charge=0 smiles="CC(N)=O.CCO" lumo_energy_ev=0.5 homo_ev=-9.9
H 0.74410 3.11150 -2.42012 0.6 0.4 0.3 0.230
H 0.77638 -0.00369 1.48816 -0.4 -0.9 0.6 0.137
N 0.33356 2.51337 -1.73147 -0.1 -0.6 1.7 -0.386
H -1.90439 1.10636 -0.58634 -0.1 0.6 0.6 0.363
H -2.09237 0.21799 -2.05496 -0.6 1.0 -0.5 0.321
C -1.36780 0.76150 -1.44404 -2.2 -0.1 -0.9 -1.005
H -0.12284 -2.98044 1.67230 -1.0 0.2 -0.5 0.276
H 0.68488 2.33522 -0.77877 -0.2 0.5 -1.2 0.207
C 0.23971 -0.79829 2.10102 -1.4 3.9 0.5 -0.831
O 1.70430 -2.53259 2.03299 3.6 -1.2 0.2 -0.552
C -0.66818 1.78414 -2.26933 0.6 -0.2 -0.9 0.736
H 2.53861 -2.47087 1.49321 -1.8 0.1 0.5 0.305
C 0.51023 -2.13501 1.45864 0.9 1.6 -0.7 -0.096
O -0.90967 1.96370 -3.45034 -0.6 -0.2 -0.1 -0.622
H 0.58680 -0.54748 3.13829 0.0 -1.3 -0.7 0.321
H -0.93242 -0.13824 -1.18559 2.5 -1.3 1.0 0.160
H 0.68747 -1.83825 0.38715 -0.8 -1.2 0.6 0.152
H -0.80838 -0.34891 2.14920 0.8 -1.2 -0.5 0.283

Record 11
18
Properties=species:S:1:pos:R:3:forces:R:3:mulliken_charge:R:1 method="wB97M-V/def2-TZVPD" charge=0 smiles=N[C@H](CO)CCO lumo_energy_ev=0.6 homo_ev=-9.5
H -1.09663 0.59587 -2.59155 0.3 -0.1 0.1 0.220
H -0.59448 -0.96082 0.97327 -0.4 0.3 0.3 0.345
H 1.48466 -1.72172 1.29830 0.1 -0.3 0.4 0.341
H -1.73324 -1.01769 -2.27767 -0.2 -0.3 -0.6 0.278
H 0.80489 -0.10468 -1.50878 0.4 -0.3 -0.3 0.359
O 2.18931 0.19462 1.69870 0.1 0.1 0.7 -0.549
H 0.02555 -1.69912 -1.19580 0.5 0.0 0.0 0.332
H 1.91841 0.08478 2.62216 0.0 0.0 -0.4 0.315
C 0.08473 -0.29729 0.45086 1.0 -1.0 -0.9 0.476
H 2.20571 -0.84368 0.00851 -0.1 0.2 -0.3 0.405
C 1.54181 -0.73327 0.86013 -0.4 0.0 0.1 -0.819
H -1.95138 0.77089 -0.21779 0.2 0.4 -0.1 0.367
N -0.21002 1.07927 0.72525 -0.6 0.7 0.2 -0.612
C -1.30773 -0.14678 -1.81605 -0.5 0.3 0.9 -0.342
O -2.35853 0.36372 -0.99025 0.0 -0.4 -0.1 -0.580
C -0.03547 -0.62057 -1.05957 -0.6 0.9 0.1 -0.953
H 0.57055 1.70165 0.56643 0.1 -0.1 -0.1 0.207
H -0.52260 1.25715 1.67057 0.1 -0.2 0.0 0.210

Record 12
18
Properties=species:S:1:pos:R:3:forces:R:3:mulliken_charge:R:1 method="wB97M-V/def2-TZVPD" charge=0 smiles="CC(=O)O.CCN" lumo_energy_ev=0.5 homo_ev=-9.0
N -1.16517 2.65125 -1.23713 -0.5 0.8 -0.3 -0.530
H -2.81349 -0.28932 -0.65532 0.2 0.1 0.2 0.290
H -0.16281 2.76393 -1.31212 -0.2 -0.5 0.4 0.226
H -0.52833 -1.86400 0.08731 0.1 0.0 -0.1 0.228
H -1.55752 2.57330 -2.16180 0.1 0.2 -0.1 0.204
C 0.51916 -1.81961 -0.19062 1.3 1.0 0.5 -0.812
H -2.52845 0.62259 -2.11829 0.0 0.1 0.0 0.374
C -1.75650 1.65775 -0.36586 -0.2 -1.0 -0.5 -0.214
H 2.76141 0.13563 0.92077 0.4 0.4 1.1 0.334
O 2.44205 -0.62093 0.44703 0.3 0.2 -1.0 -0.437
H 0.87193 -2.77636 -0.57310 0.1 -0.1 0.4 0.337
H 0.77431 -1.08974 -0.95004 -0.8 -0.1 -0.7 0.239
O 1.09174 -1.36159 2.12150 0.4 0.8 0.1 -0.535
C -2.08810 0.36427 -1.15151 0.2 0.3 0.2 -0.938
H -1.16435 -0.16860 -1.33570 0.0 -0.3 -0.2 0.136
H -2.71612 1.96150 0.07314 0.4 0.6 0.0 0.215
C 1.37090 -1.21907 0.96506 -1.7 -2.3 -0.3 0.661
H -1.05387 1.45997 0.44025 -0.1 -0.1 0.2 0.225

Record 13
18
Properties=species:S:1:pos:R:3:forces:R:3:mulliken_charge:R:1 method="wB97M-V/def2-TZVPD" charge=0 lumo_energy_ev=0.2 homo_ev=-8.2
C 1.16855 0.18351 -1.02832 0.2 -0.8 1.5 -0.242
C -1.18882 0.24602 1.56866 0.8 0.6 -1.1 0.745
H 1.21752 -0.29202 -0.02737 -0.6 0.8 -0.3 0.140
H -1.16470 -1.79132 2.30154 -0.3 0.0 0.4 0.277
H -0.68361 1.08244 -0.49974 -0.1 -0.6 0.4 0.252
H 1.09327 -0.73617 -3.03350 0.2 -0.2 0.5 0.344
H 0.05562 -0.65233 2.91462 0.0 -0.2 0.4 0.243
H 2.17150 0.56421 -1.15553 0.2 0.1 -0.6 0.445
C 0.75719 -0.90388 -1.99373 -1.2 0.0 -1.2 -1.127
H -1.60010 -0.45105 3.53550 0.1 -0.5 0.0 0.328
C -1.00049 -0.78740 2.68840 0.0 0.9 -1.0 -0.953
O -1.48539 -0.12706 0.38022 -0.1 -0.3 0.1 -0.824
H -0.34137 -0.97757 -2.08671 0.2 0.4 0.3 0.342
H 0.96888 -1.91932 -1.65651 0.7 0.3 0.0 0.336
O -0.84407 1.42311 1.79458 -0.1 0.1 0.5 -0.736
H 0.63460 2.21521 -0.65492 -0.3 -0.6 0.4 0.348
H 0.02278 1.57063 -2.01648 -0.2 -0.1 0.4 0.356
N 0.21864 1.35298 -1.03071 0.4 0.2 -0.8 -0.273

Record 14
18
Properties=species:S:1:pos:R:3:forces:R:3:mulliken_charge:R:1 method="wB97M-V/def2-TZVPD" charge=0 smiles="C=C/C=C/N.O.O" lumo_energy_ev=0.1 homo_ev=-7.5
H 2.26928 1.24873 0.44290 0.1 0.3 0.1 0.299
C -1.00339 -0.47463 -0.20580 -0.8 -1.4 0.9 0.231
H -1.26724 -1.95936 -1.58184 0.0 0.2 0.0 0.199
H 0.30241 -1.40201 -1.49731 -0.4 0.2 0.1 0.245
O 2.12482 1.02492 1.36455 -0.2 -0.4 0.2 -0.610
H -2.95438 -0.90626 -0.47234 -0.7 0.1 0.4 0.334
H 4.60467 0.92446 -3.34174 0.9 -0.2 0.0 0.311
H -0.92589 0.52870 2.69407 0.0 0.8 -0.4 0.221
H 2.53671 1.69861 1.91260 0.0 0.1 -0.2 0.313
H -2.52116 0.67884 3.54028 -0.3 -0.4 0.2 0.270
C -2.56105 -0.32337 1.66062 -2.6 2.0 0.3 -0.240
N -0.67561 -1.17442 -1.35568 0.9 0.4 -0.5 -0.536
H 3.61958 0.56704 -4.29994 0.1 -0.5 -0.7 0.316
H -3.60351 -0.55302 1.90078 0.0 -0.1 -0.2 0.238
C -2.27788 -0.46281 0.24475 2.1 -0.9 -0.3 -0.403
H -0.22858 -0.23156 0.51699 0.4 0.3 -0.5 0.143
O 4.56508 0.40629 -4.15961 -1.0 0.7 0.7 -0.627
C -2.00386 0.40987 2.63673 1.4 -1.2 -0.1 -0.704

How do the records compare in strongest force on any atom? In the order shown, they have 2.300 2.821 2.710 3.636 0.921 1.423 5.069 4.103 4.755 4.159 1.680 2.878 1.715 3.272 eV Å⁻¹.
How do the records compare in ΔE to the lowest compared entry with this formula, charge and spin? In the order shown, they have 155.76 159.70 138.21 246.86 17.64 101.82 276.75 145.16 182.81 183.16 155.95 107.02 113.52 286.37 kJ/mol.